[1]
Here is one molecule with the formula C5H8O2S in a non-equilibrium geometry from the OMol25 dataset. Energies are from the ωB97M-V functional and the def2-TZVPD basis.

Geometry (Å):
C (1.2033, 0.7572, 1.3601)
C (1.2722, 0.2495, -0.0597)
S (2.5031, -0.6602, -0.6133)
C (0.0298, 0.5220, -0.9723)
O (-0.5001, 1.7832, -0.8504)
C (-1.0469, -0.4933, -0.7994)
C (-0.9777, -1.6653, 0.0220)
O (-1.5887, -0.4442, 0.5013)
H (0.8188, 1.7714, 1.2716)
H (2.1870, 0.6441, 1.8495)
H (0.3996, 0.2129, 1.8393)
H (0.3918, 0.4980, -2.0190)
H (-1.1926, 1.7522, -0.1722)
H (-1.7492, -0.5574, -1.6496)
H (-1.7159, -2.4333, -0.1862)
H (-0.0345, -1.9365, 0.4783)

Lowest unoccupied orbital energy = -0.00489 Ha
E = -20242.775 eV
Energy relative to the best compared isomer or geometry (same formula, charge and spin) = 49.7 kcal per mole
Structure (SMILES) = CC(=S)[C@H](O)[C@H]1CO1

Atomic partial charges in e from the Mulliken method, atoms 1 to 5: -1.0652 -0.0348 -0.1779 0.2111 -0.5636

[2]
Here is C5H8O3 as an isolated structure in a non-equilibrium geometry from the OMol25 dataset. Energies are from the ωB97M-V functional and the def2-TZVPD basis.

Geometry (Å):
C (-0.4294, 0.1451, 1.7978)
C (1.3235, 0.0933, -0.0256)
C (1.2308, -0.0744, -1.5258)
C (-1.4231, -0.5179, 0.2348)
C (-0.0673, 0.7520, 0.5308)
O (-2.4015, 0.2137, -0.3035)
O (-1.3726, -1.7189, 0.1354)
O (-0.3000, 1.9236, 0.1604)
H (-3.0586, -0.4140, -0.6557)
H (-0.0161, -0.8201, 2.0734)
H (-0.7871, 0.8111, 2.5793)
H (1.5354, -0.8509, 0.4735)
H (2.0896, 0.8214, 0.2419)
H (2.2329, -0.2654, -1.9229)
H (0.6012, -0.9257, -1.7935)
H (0.8422, 0.8270, -2.0003)

Lowest unoccupied orbital energy = -0.03294 Ha
E = -11454.069 eV
Energy relative to the best compared isomer or geometry (same formula, charge and spin) = 79.6 kcal per mole

Atomic partial charges in e from the Mulliken method, atoms 1 to 5: -0.9732 -0.3618 -1.1716 0.5114 0.9517

[3]
Here is C5H8O3 as an isolated structure in a non-equilibrium geometry from the OMol25 dataset. Energies are from the ωB97M-V functional and the def2-TZVPD basis.

Geometry (Å):
C (1.1919, -0.3026, -0.3417)
C (0.0643, -1.0082, 0.2931)
C (-0.2087, 0.4151, 1.1849)
C (0.3134, 0.8948, -0.2189)
C (-1.8297, -0.2339, -0.9241)
H (2.8448, 0.6471, 0.8929)
H (1.5140, -0.3152, -1.3965)
H (0.2201, -1.9510, 0.8739)
H (0.5408, 0.6324, 2.0013)
H (-1.2041, 0.7293, 1.4372)
H (0.8070, 1.7446, -0.5117)
H (-1.8597, -0.4610, -2.0171)
H (-2.7575, 0.2735, -0.4208)
O (2.2452, -0.4951, 0.7070)
O (-0.7407, 0.7884, -1.0924)
O (-1.1411, -1.3582, -0.4671)

Lowest unoccupied orbital energy = 0.00997 Ha
E = -11451.391 eV
Energy relative to the best compared isomer or geometry (same formula, charge and spin) = 141.3 kcal per mole

Atomic partial charges in e from the Mulliken method, atoms 1 to 5: 0.1862 -0.4034 -0.4942 -0.4318 -0.1642

[4]
Here is C5H8O3 as an isolated structure in a non-equilibrium geometry from the OMol25 dataset. Energies are from the ωB97M-V functional and the def2-TZVPD basis.

Geometry (Å):
C (-1.8222, -0.4184, -0.2092)
C (0.3880, -0.2658, -0.0322)
C (0.1696, 0.2795, 1.3970)
C (1.7718, -0.8737, -0.4345)
C (0.4474, 0.9916, -0.9799)
H (-2.0657, -0.5315, 0.7872)
H (-1.8434, 0.7235, -0.5450)
H (-2.7705, -0.7883, -0.9936)
H (-0.5488, -0.3006, 2.3937)
H (1.4874, 0.0713, 1.8226)
H (-0.0868, 1.5650, 1.2462)
H (1.9452, -1.6428, -1.2451)
H (0.0172, 0.6436, -1.9353)
O (-0.6911, -1.0833, -0.6735)
O (2.9815, -0.5093, -0.1186)
O (0.6203, 2.1393, -0.4798)

Lowest unoccupied orbital energy = -0.02438 Ha
E = -11450.486 eV
Energy relative to the best compared isomer or geometry (same formula, charge and spin) = 162.2 kcal per mole

Atomic partial charges in e from the Mulliken method, atoms 1 to 5: -0.6659 1.1709 -1.0589 -0.4359 -0.1258

[5]
Here is one molecule with the formula C5H8O3 in a non-equilibrium geometry from the OMol25 dataset. Energies are from the ωB97M-V functional and the def2-TZVPD basis.

Geometry (Å):
O (2.0360, -0.4613, 1.7649)
C (0.6531, -0.5306, 1.5631)
C (0.2626, 0.5507, 0.5727)
O (0.9769, 0.3528, -0.6922)
C (0.0787, -0.0728, -1.7085)
C (-1.2741, 0.0103, -1.1836)
O (-1.7323, 1.3345, -0.7743)
C (-1.2119, 0.5247, 0.2607)
H (2.4546, -0.2708, 0.9317)
H (0.3347, -1.4780, 1.0422)
H (0.1781, -0.5460, 2.5832)
H (0.7008, 1.5276, 0.9734)
H (0.2322, 0.6339, -2.6443)
H (0.3359, -1.1128, -2.0879)
H (-2.0763, -0.6177, -1.5363)
H (-1.9492, 0.1553, 0.9352)

Lowest unoccupied orbital energy = 0.03324 Ha
E = -11454.826 eV
Energy relative to the best compared isomer or geometry (same formula, charge and spin) = 62.1 kcal per mole
Structure (SMILES) = OC[C@H]1OC[C@@H]2O[C@@H]21

Atomic partial charges in e from the Mulliken method, atoms 1 to 5: -0.5298 -0.5052 0.2249 -0.4631 -0.5563

[6]
Here is a 3-piece molecular cluster, C5H8O3 overall in a non-equilibrium geometry from the OMol25 dataset. Energies are from the ωB97M-V functional and the def2-TZVPD basis.

Geometry (Å):
C (0.7553, 2.2087, 0.3927)
C (0.6724, 2.1381, -0.9174)
C (0.7498, 2.3735, -2.1610)
O (0.7415, 2.4106, -3.3336)
H (0.3344, 1.4371, 1.0217)
H (1.2473, 3.0281, 0.9035)
C (-0.5276, -2.0051, 1.8360)
C (-0.9728, -1.4439, 3.1481)
O (-2.0145, -0.8920, 3.3514)
H (-1.2434, -1.7712, 1.0527)
H (0.4540, -1.6125, 1.5807)
H (-0.4351, -3.0856, 1.9298)
H (-0.2392, -1.5975, 3.9650)
O (0.3048, -0.6927, -4.4497)
H (0.5192, 0.2373, -4.5718)
H (-0.3462, -0.7329, -3.7481)

Lowest unoccupied orbital energy = -0.03759 Ha
E = -11454.055 eV
Energy relative to the best compared isomer or geometry (same formula, charge and spin) = 79.9 kcal per mole
Structure (SMILES) = C=C=C=O.CC=O.O

Atomic partial charges in e from the Mulliken method, atoms 1 to 5: -0.5817 -0.1756 0.7427 -0.4486 0.2070

[7]
Here is one molecule with the formula C5H8O3 in a non-equilibrium geometry from the OMol25 dataset. Energies are from the ωB97M-V functional and the def2-TZVPD basis.

Geometry (Å):
C (0.4540, 1.2109, 1.4272)
C (0.6422, -0.0667, 0.6482)
O (1.5673, -0.9611, 1.1234)
C (-0.6351, -0.7591, 0.2298)
C (-0.8549, 0.0884, -1.0403)
O (-1.5587, 1.1012, -1.0362)
C (-0.6771, -0.6893, -2.3544)
O (-0.3835, -1.8482, -2.4328)
H (0.0175, 0.9836, 2.4011)
H (1.4034, 1.7270, 1.5701)
H (-0.2349, 1.8523, 0.8744)
H (0.8093, 0.3491, -0.6063)
H (2.3221, -0.4888, 1.4970)
H (-0.4366, -1.7995, -0.0235)
H (-1.4370, -0.6081, 0.9498)
H (-0.9980, -0.0916, -3.2277)

Lowest unoccupied orbital energy = -0.01580 Ha
E = -11454.861 eV
Energy relative to the best compared isomer or geometry (same formula, charge and spin) = 61.3 kcal per mole
Structure (SMILES) = C[C@@H](O)CC(=O)C=O

Atomic partial charges in e from the Mulliken method, atoms 1 to 5: -1.3368 0.5934 -0.4885 -0.5717 0.4666

[8]
Here is a 2-piece molecular cluster, C5H8O4 overall in a non-equilibrium geometry from the OMol25 dataset. Energies are from the ωB97M-V functional and the def2-TZVPD basis.

Geometry (Å):
C (-1.3551, 1.8482, 0.5418)
C (-1.2768, 0.6468, 1.4789)
C (-2.1118, 1.5405, -0.7959)
O (-2.8176, 0.5103, -0.7771)
O (-2.0060, 2.3864, -1.7120)
H (-1.8306, 2.7076, 1.0349)
H (-0.3410, 2.2174, 0.3400)
H (-0.3374, 0.1157, 1.2893)
H (-2.1065, -0.0391, 1.3211)
H (-1.2700, 0.8094, 2.5724)
C (2.5811, -1.4753, -0.3982)
C (1.6323, -2.3764, -1.2599)
O (0.8133, -1.7078, -1.9042)
O (1.9147, -3.5977, -1.2636)
H (2.0734, -0.6035, 0.0397)
H (3.3934, -1.0317, -0.9879)
H (3.0447, -1.9508, 0.4808)

Lowest unoccupied orbital energy = 0.24039 Ha
E = -13504.965 eV
Energy relative to the best compared isomer or geometry (same formula, charge and spin) = 17.3 kcal per mole
Net charge = -2

Atomic partial charges in e from the Mulliken method, atoms 1 to 5: -0.3735 -0.6841 0.5367 -0.7097 -0.7769

Highest occupied orbital energy, respectively: -8.694 -9.086 -9.473 -10.205 -9.965 -9.350 -9.721 -1.310 eV.